2 unconnected molecules or ions with the total composition C5H8O2 in a non-equilibrium geometry. Source: the OMol25 dataset; level of theory: the ωB97M-V functional and the def2-TZVPD basis.

The value obtained for the total energy is -345.7322 a.u. Its SMILES is C/C=C\O.C=C=O. The highest occupied orbital energy comes out at -0.32741 hartree. As for the maximum force: 1.1 eV Å⁻¹. As for the relative energy (zero: lowest compared OMol25 entry of this formula, charge and spin): 1.981 eV. The HOMO-LUMO gap comes out at 9.52 eV.

Last columns: bonded neighbours and bond lengths (Å).
CARTESIAN COORDINATES (ANGSTROEM)
1 H 1.62 -1.18 1.33  C13 1.083
2 H -0.58 0.38 -2.70  C4 1.097
3 H 0.72 -0.64 -2.07  C4 1.095
4 C -0.12 0.00 -1.78  H2 1.097, H3 1.095, C5 1.501, H8 1.093
5 C -1.12 -0.77 -0.96  C4 1.501, H11 1.088, C12 1.329
6 H 0.58 0.40 1.26  C13 1.086
7 H -2.47 -0.87 0.67  C12 1.088
8 H 0.28 0.85 -1.23  C4 1.093
9 O -1.49 0.98 0.60  C12 1.375, H15 0.964
10 C 2.63 0.62 1.57  C13 1.312, O14 1.169
11 H -1.37 -1.78 -1.27  C5 1.088
12 C -1.74 -0.29 0.11  C5 1.329, H7 1.088, O9 1.375
13 C 1.54 -0.10 1.37  H1 1.083, H6 1.086, C10 1.312
14 O 3.59 1.26 1.73  C10 1.169
15 H -2.07 1.15 1.35  O9 0.964